A structure of composition C31H60Br4LaN11O2SeSi3 at a distorted geometry, computed with ωB97M-V/def2-TZVPD.

```
113
Properties=species:S:1:pos:R:3:forces:R:3:mulliken_charge:R:1
La -0.632 0.217 0.192 1.054 1.314 -1.097 2.4487
N -1.397 1.866 -2.210 0.203 0.015 -0.418 -0.4571
C -1.470 3.330 -2.233 0.180 0.226 -0.198 -1.1371
C -1.906 3.913 -0.904 0.823 -0.214 0.661 -1.1541
N -0.923 3.685 0.205 -0.387 0.535 -0.346 1.3740
C 0.244 4.568 0.019 -0.136 -0.876 -0.441 -0.0072
C 1.147 4.728 1.241 1.076 0.440 -0.177 -1.4495
N 1.254 3.584 2.162 0.174 0.789 0.015 -0.1821
C -1.620 4.020 1.453 0.032 -0.438 0.043 -1.2074
C -2.307 2.798 2.072 -0.884 0.236 -0.001 -0.4691
N -1.412 1.667 2.336 1.219 0.941 0.860 -0.1701
H -2.347 1.507 -2.241 -0.031 -0.100 0.372 -0.0089
H -1.015 1.490 -3.093 0.213 0.202 0.636 0.1461
H -0.487 3.767 -2.539 -0.949 -0.386 0.144 0.5011
H -2.249 3.661 -2.927 0.193 0.201 -0.395 0.4810
H -2.069 5.011 -1.021 0.075 -0.343 0.012 0.5439
H -2.862 3.482 -0.590 0.126 -0.153 -0.097 0.4325
H 0.837 4.175 -0.835 -0.338 0.155 0.548 -0.2709
H -0.097 5.578 -0.257 0.013 0.126 -0.112 0.3131
H 2.139 4.948 0.802 -0.195 0.090 0.125 0.5347
H 0.874 5.655 1.771 -0.124 -0.404 0.192 0.4100
H 2.120 3.721 2.713 -0.729 -0.571 -0.575 0.2890
H 1.336 2.756 1.578 0.454 -0.376 0.132 -0.2932
H -0.918 4.480 2.161 -0.320 -0.354 -0.133 0.4420
H -2.386 4.762 1.207 -0.251 0.216 0.320 0.4471
H -2.745 3.137 3.009 -0.208 0.230 0.263 0.6342
H -3.140 2.412 1.452 0.532 0.424 0.178 -0.0515
H -0.511 2.057 2.721 -0.823 -0.554 -0.701 -0.1209
H -1.778 1.144 3.134 -0.043 0.061 -0.553 -0.3496
Br -7.901 0.241 -1.842 -0.354 0.165 -0.081 -0.2777
C -6.055 -0.176 -1.669 -1.184 -1.166 -1.010 0.6866
C -5.591 -1.350 -2.303 -0.675 0.793 0.899 0.1404
Br -6.793 -2.533 -3.172 -0.107 0.017 -0.080 -0.2339
C -4.253 -1.727 -2.218 1.118 1.374 1.021 -0.9070
Br -3.573 -3.427 -2.714 0.051 0.285 -0.113 -0.1730
C -3.341 -0.798 -1.608 -0.698 0.873 0.339 0.4382
O -2.074 -0.810 -1.728 -0.634 -0.564 1.148 0.0875
C -3.929 0.317 -0.707 -0.143 -1.316 -0.476 -0.8992
O -3.116 0.803 0.177 -0.044 0.082 -0.451 0.0718
C -5.300 0.660 -0.848 2.440 -0.878 -0.341 -0.5508
Br -5.918 2.237 -0.010 0.009 -0.136 0.110 -0.2099
C -1.520 -0.665 4.441 -0.229 0.247 0.262 -1.7153
Si 0.350 -0.556 3.997 0.478 0.212 -1.070 0.6518
C 0.780 -2.381 4.206 -0.048 -0.914 -0.788 -1.1169
C 0.837 0.502 5.473 0.756 0.887 -0.123 -1.3884
N 0.963 0.030 2.458 -3.820 -0.150 0.667 0.9578
C 2.269 0.106 2.251 2.572 0.357 -0.777 0.4268
C 3.177 -0.335 3.225 0.589 -0.262 -0.258 -0.5200
C 4.551 -0.203 3.038 0.646 0.059 0.276 -1.3051
C 5.074 0.409 1.911 1.095 -0.635 1.181 -1.2465
C 4.270 0.815 0.888 -1.161 0.468 -0.509 -0.8716
C 2.859 0.675 0.979 0.362 -0.323 0.915 0.3015
N 2.064 1.071 -0.049 -1.536 0.405 -1.307 0.9213
Si 2.851 1.645 -1.508 -0.132 0.053 0.388 0.0845
C 1.819 2.201 -2.986 -0.313 -0.172 0.613 -0.3334
C 3.851 3.255 -1.133 0.432 0.262 0.249 -1.4739
C 3.889 0.248 -2.277 0.880 0.153 0.307 -0.4836
H -1.603 -1.465 5.200 0.191 0.123 -0.310 0.3846
H -2.173 -0.945 3.617 -0.131 0.036 0.081 0.3036
H -1.935 0.221 4.965 0.213 -0.195 -0.462 0.4932
H 1.100 -2.629 5.224 0.092 -0.101 -0.119 0.4908
H 1.546 -2.712 3.448 -0.633 0.314 0.859 0.1803
H -0.169 -2.946 4.003 0.737 0.264 0.139 0.0755
H 0.451 0.117 6.410 -0.267 -0.103 0.236 0.3937
H 0.399 1.509 5.289 0.145 -0.509 0.196 0.2433
H 1.919 0.665 5.608 -0.327 -0.096 -0.152 0.3618
H 2.828 -0.853 4.138 0.188 0.433 -0.612 0.0792
H 5.245 -0.579 3.787 -0.081 0.062 0.083 0.3170
H 6.146 0.554 1.847 0.131 -0.078 -0.055 0.3471
H 4.734 1.284 -0.006 -0.449 -0.448 0.877 -0.0180
H 1.205 3.092 -2.759 0.423 -0.404 -0.357 0.0938
H 1.198 1.329 -3.232 -0.024 0.386 -0.273 -0.5798
H 2.520 2.385 -3.820 -0.263 0.089 0.293 0.4806
H 3.356 4.138 -1.597 0.299 -0.510 0.241 0.3892
H 4.896 3.205 -1.510 -0.481 0.075 0.024 0.4711
H 3.948 3.432 -0.040 -0.182 -0.078 -0.535 0.2974
H 3.159 -0.454 -2.716 0.298 0.279 -0.103 -0.6375
H 4.421 -0.275 -1.444 -0.221 0.237 -0.782 0.3067
H 4.644 0.619 -3.038 -0.840 -0.520 0.717 0.4046
C -2.245 -5.306 2.039 0.091 -0.400 -0.679 -1.1205
N -2.534 -3.948 1.590 0.625 -0.747 0.068 0.4001
C -3.928 -3.557 1.491 -0.139 0.109 0.248 -1.0000
C -1.521 -3.095 1.204 -1.336 2.974 0.709 -0.7508
N -1.677 -1.766 1.305 0.210 -3.157 -0.055 1.6340
N -0.381 -3.717 0.758 -0.991 -0.832 0.757 0.4226
C 0.733 -3.160 0.198 1.132 4.027 -1.209 -0.0110
N 1.753 -4.024 0.048 0.421 -1.732 -0.002 -0.3753
N 0.799 -1.901 -0.155 -0.690 -2.446 0.534 0.5247
H -3.181 -5.875 2.130 0.219 0.276 -0.241 0.3902
H -1.771 -5.361 3.028 0.122 0.268 -0.189 0.3071
H -1.598 -5.859 1.300 -0.732 0.218 0.719 0.3161
H -4.464 -4.287 0.872 0.051 0.247 -0.054 0.3942
H -4.013 -2.555 1.050 -0.074 -0.465 -0.065 0.1899
H -4.398 -3.547 2.483 0.020 0.107 -0.084 0.3115
H -2.562 -1.515 1.775 0.622 -0.458 -0.525 -0.3728
H -0.426 -4.735 0.719 0.027 0.835 -0.041 0.0740
H 1.701 -4.973 0.390 -0.056 0.321 -0.068 0.1338
H 2.648 -3.746 -0.297 0.030 0.446 -0.162 0.2058
H 1.564 -1.668 -0.797 0.033 -0.152 0.438 -0.5293
C 2.649 -3.329 -4.118 0.818 -0.353 0.028 -0.9154
Si 1.411 -2.187 -4.936 -0.685 0.439 1.297 0.3887
C 2.219 -0.964 -6.078 1.259 0.812 -0.553 -0.9193
C 0.039 -3.193 -5.689 -0.037 -0.296 -0.715 -1.0267
Se 0.360 -1.102 -3.326 0.188 -0.033 -0.112 -0.4879
H 3.162 -4.074 -4.768 -0.221 0.390 0.354 0.3999
H 2.079 -3.849 -3.334 0.171 0.003 -0.205 0.1117
H 3.405 -2.699 -3.602 -0.273 -0.395 -0.296 0.2149
H 2.800 -1.339 -6.961 -0.462 0.140 0.572 0.3589
H 2.947 -0.384 -5.428 -0.793 -0.543 -0.704 0.1634
H 1.457 -0.243 -6.431 0.359 -0.317 0.149 0.2073
H 0.325 -3.769 -6.576 -0.033 -0.176 -0.024 0.3864
H -0.731 -2.473 -5.989 -0.047 -0.206 0.127 0.2177
H -0.371 -3.861 -4.917 0.053 0.239 -0.253 0.1469
```
Positions in Å, forces in eV/Å.

electronic energy	-15567.9214	Eh
lowest unoccupied orbital energy	0.1288	Ha
charge	-2
highest occupied orbital energy	-0.6	eV

***

A cluster of 2 separate species, C2H6N2OS2 in total at a distorted geometry, computed with ωB97M-V/def2-TZVPD.

```
13
Properties=species:S:1:pos:R:3:forces:R:3:mulliken_charge:R:1
C 1.186 -0.491 0.717 -0.132 -0.702 0.869 -0.0294
C -1.879 -0.661 -0.639 0.170 0.939 -1.317 -0.0370
N 1.221 1.096 -1.111 0.604 -0.095 -1.087 -0.4914
N 1.726 0.011 -0.375 0.181 0.792 -1.529 -0.0296
O 0.287 -0.029 1.359 -0.707 0.947 0.999 -0.5278
S -2.018 1.007 -0.493 -0.372 -0.851 -1.959 -0.0536
S -1.900 -1.683 0.601 -0.165 -2.060 -0.845 -0.1025
H 1.695 -1.408 1.017 0.263 -0.427 0.089 0.3847
H 0.935 1.971 -0.664 0.250 -1.246 0.145 0.2563
H 0.726 0.801 -1.955 -0.124 0.343 0.949 0.2407
H 2.278 -0.661 -0.889 0.315 0.605 -0.183 0.2401
H -1.968 1.065 0.781 -0.081 0.605 2.388 0.0686
H -2.288 -1.019 1.651 -0.200 1.151 1.481 0.0809
```
Positions in Å, forces in eV/Å.

electronic energy	-1060.7996	Eh
lowest unoccupied orbital energy	0.0135	Ha
highest occupied orbital energy	-8.6	eV

***

A cluster of 2 separate species, C5H7I in total at a distorted geometry, computed with ωB97M-V/def2-TZVPD.

```
13
Properties=species:S:1:pos:R:3:forces:R:3:mulliken_charge:R:1
C 0.852 1.480 0.548 -0.197 0.561 -0.446 0.2333
C 0.659 0.750 1.497 -0.637 -2.451 2.212 -0.7288
C 0.683 2.473 -0.438 -0.123 -0.587 -2.617 -0.8729
C -1.946 -1.410 1.335 2.195 0.092 -2.759 -0.8277
C -2.217 -0.595 0.137 0.493 1.023 1.533 -0.2762
I -3.958 0.341 -0.194 0.208 -0.175 -0.123 0.3179
H -0.182 3.064 -0.178 -0.491 0.272 -0.361 0.1968
H 1.509 3.162 -0.519 0.456 0.135 -0.294 0.3172
H 0.547 1.868 -1.425 0.122 1.705 1.102 0.2174
H -2.449 -1.097 2.179 -1.111 0.493 1.771 0.3965
H -2.144 -2.433 1.079 -0.494 -0.945 -0.009 0.3469
H -0.841 -1.338 1.407 -0.473 0.067 0.644 0.2537
H -1.344 -0.237 -0.398 0.053 -0.190 -0.652 0.4258
```
Positions in Å, forces in eV/Å.

electronic energy	-492.1062	Eh
lowest unoccupied orbital energy (alpha / beta)	-0.1201 / -0.1176	Ha
highest occupied orbital energy (alpha / beta)	-7.3 / -7.5	eV

***

The ion C8H16N2O with charge +2 at a distorted geometry, computed with ωB97M-V/def2-TZVPD.

```
27
Properties=species:S:1:pos:R:3:forces:R:3:mulliken_charge:R:1
C -0.730 -1.635 0.286 1.048 -1.775 0.882 -0.0368
C -0.445 2.136 -1.514 -0.818 2.557 -3.940 0.1319
C 0.640 -1.201 0.728 0.074 -0.570 0.735 -1.0276
C 1.147 1.289 0.020 2.099 1.711 1.780 -1.4421
C 1.452 -0.206 -0.003 0.217 0.919 -0.777 0.9998
C -1.303 1.553 0.527 0.113 -3.097 -1.598 -0.2012
C 2.929 -0.405 0.365 0.954 0.381 0.725 -1.5043
C -2.985 -1.072 -0.432 -2.026 -3.388 -2.317 -0.9743
N -1.700 -0.900 -0.002 2.792 2.196 0.910 -0.0943
N -0.225 1.683 -0.348 0.274 0.185 -0.218 0.4196
O -1.074 1.227 1.694 0.224 0.567 2.335 -0.2433
H -0.578 -2.760 0.430 -2.027 0.912 -0.735 0.3583
H -1.428 2.450 -2.016 0.776 -0.797 1.659 0.2634
H 0.352 2.462 -2.260 -0.352 -1.160 1.438 0.2685
H 0.617 -1.121 1.821 0.171 0.120 -0.005 0.3491
H 1.292 -2.047 0.499 -0.445 -0.556 0.618 0.4936
H 1.387 1.903 0.982 -0.448 -1.626 -1.154 0.3440
H 1.858 1.756 -0.695 -0.873 -0.136 0.121 0.5331
H 1.325 -0.585 -1.029 0.214 0.803 -0.267 0.2023
H -2.266 1.629 0.109 -1.249 0.785 -0.346 0.4534
H 3.104 -0.344 1.475 -0.489 -0.661 -0.869 0.3672
H 3.593 0.436 0.060 -0.458 -0.731 -0.557 0.3923
H 3.255 -1.389 -0.074 0.029 1.160 0.673 0.4069
H -3.725 -0.523 0.054 -0.924 1.239 1.496 0.3421
H -3.377 -2.157 -0.377 0.727 1.427 -0.415 0.3531
H -3.038 -0.675 -1.460 -0.099 -0.612 0.034 0.3554
H -1.882 1.094 2.253 0.493 0.147 -0.208 0.4901
```
Positions in Å, forces in eV/Å.

electronic energy	-498.3666	Eh
lowest unoccupied orbital energy (alpha / beta)	-0.3944 / -0.3944	Ha
charge	+2
highest occupied orbital energy (alpha / beta)	-17.1 / -17.1	eV

***

A cluster of 3 separate species, C2H10N2O3 in total at a distorted geometry, computed with ωB97M-V/def2-TZVPD.

```
17
Properties=species:S:1:pos:R:3:forces:R:3:mulliken_charge:R:1
N 0.309 -1.030 0.894 0.618 -0.189 0.106 -0.5642
C 0.242 -1.259 -0.552 0.533 0.133 0.968 -0.5373
C 0.328 0.140 -1.192 -1.101 -0.657 -0.095 0.5798
N -0.794 0.797 -1.388 0.613 1.234 0.856 -0.3039
O 1.467 0.517 -1.456 0.584 0.055 -0.492 -0.1846
H 0.681 -1.886 1.307 -0.345 0.002 0.086 0.2683
H 1.041 -0.354 1.120 -0.100 0.326 0.116 0.2637
H 1.055 -1.890 -0.901 -0.099 -0.132 -0.363 0.4183
H -0.754 -1.639 -0.777 0.021 -0.071 -0.578 0.3777
H -1.523 0.576 -0.685 -0.564 -0.720 -0.402 0.3204
H -0.683 1.799 -1.536 -0.090 -0.082 -0.468 0.3339
H -1.654 -0.517 1.049 -0.364 -0.337 -0.066 0.3982
H -3.180 -0.221 0.861 0.174 -0.214 -0.152 0.3209
O -2.390 -0.544 0.398 0.109 0.653 0.445 -0.7023
H 2.518 1.646 0.450 0.320 0.094 0.217 0.3339
H 1.281 2.204 1.109 0.074 0.209 0.338 0.3222
O 2.056 1.661 1.298 -0.385 -0.304 -0.518 -0.6451
```
Positions in Å, forces in eV/Å.

electronic energy	-417.1080	Eh
2S+1	2
lowest unoccupied orbital energy (alpha / beta)	-0.1556 / -0.3384	Ha
charge	+1
highest occupied orbital energy (alpha / beta)	-15.3 / -15.2	eV